[1]
A 2-piece molecular cluster, C4H10BN4O7PS overall at a distorted geometry. Source: the Open Molecules 2025 dataset; level of theory: ωB97M-V/def2-TZVPD.

Output
Electronic energy = -45401.6845 eV
Charge = -2
Kohn-Sham gap = 1.8468 eV
Highest occupied orbital energy = 1.670 eV
E_LUMO = 3.52 eV

Positions of all 28 atoms, in Å:
O 1.41662 -3.22949 -0.91899
C 0.28215 -2.37452 -1.22545
C 0.05511 -1.41037 0.01744
N -0.30391 -0.03654 -0.40037
C 0.58928 0.89640 -0.77471
N 0.26374 2.24020 -1.17204
N -1.13149 2.35213 -1.34747
C -1.62591 2.63201 -0.17974
S -1.92501 2.66927 1.43766
N 2.00666 0.51213 -0.78947
B 2.75312 1.12520 0.33480
O 2.73845 2.49743 0.69461
O 3.61766 0.28241 1.12036
H 2.09261 -2.71131 -0.45727
H -0.57944 -3.08939 -1.37090
H 0.41802 -1.82040 -2.19749
H 0.94679 -1.37237 0.71603
H -0.79691 -1.80942 0.64795
H -1.31141 0.18981 -0.36208
H 0.52003 2.87434 -0.39232
H 2.44003 0.69812 -1.70226
H 3.41732 2.63622 1.37546
H 3.70014 -0.57736 0.68095
O -4.62770 0.65265 0.78650
P -3.92001 -0.63790 1.25287
O -2.60581 -0.81713 0.44773
O -4.83630 -1.85345 1.02420
O -3.59386 -0.51867 2.75401

Results of the Mulliken charge analysis, in e, for atoms 1 through 4:
1 O -0.522
2 C -0.244
3 C -0.465
4 N 0.172



[2]
A 2-piece molecular cluster, C4H10BrO2P overall at a distorted geometry. Source: the Open Molecules 2025 dataset; level of theory: ωB97M-V/def2-TZVPD.

Output
Electronic energy = -87733.8031 eV
Kohn-Sham gap (spin up / spin down) = 7.0552 / 7.0501 eV
Highest occupied orbital energy (spin up / spin down) = -8.934 / -8.929 eV
E_LUMO (spin up / spin down) = -1.88 / -1.88 eV
Energy relative to the best compared isomer or geometry (same formula, charge and spin) = 3.111 eV

Positions of all 18 atoms, in Å:
C -2.10015 -2.89930 -0.76154
C 1.10799 3.25253 0.17530
C -0.99737 -2.19896 0.15257
C 0.98689 1.91010 0.95438
O 1.23608 1.00706 -1.71157
O -1.10524 -0.89421 -0.00878
P 1.06594 0.56882 -0.35857
Br 2.65461 -0.67061 0.34632
H -1.94957 -3.95009 -1.03707
H -3.08154 -2.95509 -0.30846
H -2.13517 -2.10974 -1.49316
H 1.96137 3.27310 -0.44052
H 0.28743 3.41544 -0.47897
H 1.26600 4.06712 0.79860
H -0.03131 -2.69883 -0.11700
H -1.12017 -2.60158 1.08617
H 0.10756 1.77447 1.63439
H 1.84663 1.70977 1.56791

Results of the Mulliken charge analysis, in e, for atoms 1 through 4:
1 C -1.080
2 C -1.241
3 C -0.113
4 C -0.451



[3]
A 2-piece molecular cluster, C4H10BrPS2 overall at a distorted geometry. Source: the Open Molecules 2025 dataset; level of theory: ωB97M-V/def2-TZVPD.

Output
Electronic energy = -105310.0359 eV
Kohn-Sham gap (spin up / spin down) = 4.9066 / 4.6890 eV
Highest occupied orbital energy (spin up / spin down) = -7.484 / -7.344 eV
E_LUMO (spin up / spin down) = -2.58 / -2.66 eV
Energy relative to the best compared isomer or geometry (same formula, charge and spin) = 2.507 eV

Positions of all 18 atoms, in Å:
C 1.93505 -0.73828 -3.19881
C -2.00732 0.12562 2.56463
C 1.16771 0.37634 -2.56054
C -0.81250 -0.67586 2.90041
P -0.01846 -0.31746 0.07809
S 1.55886 0.63180 -0.74321
S 0.70678 -0.03415 1.99948
Br -1.51733 3.17392 0.72243
H 1.47485 -1.64986 -2.81924
H 1.82648 -0.70378 -4.27516
H 3.07666 -0.67547 -3.27014
H -2.95584 -0.48184 2.78813
H -2.22570 1.04822 3.20738
H -2.12796 0.52266 1.47431
H 0.11165 0.18555 -2.35807
H 1.21984 1.34051 -3.04014
H -1.04032 -1.73012 2.63878
H -0.37244 -0.39781 3.89166

Results of the Mulliken charge analysis, in e, for atoms 1 through 4:
1 C -0.813
2 C -0.762
3 C -0.568
4 C -0.362